(1)
ORCA calculation (the ωB97M-V functional and the def2-TZVPD basis) on a structure of composition C29H34AuBN8 in a non-equilibrium geometry.

CARTESIAN COORDINATES (ANGSTROEM)
Au: -0.14 -0.03 -0.31
N: 2.74 -0.09 2.09
N: -0.47 1.14 -1.98
N: -0.34 1.91 0.50
N: 2.97 -0.76 0.95
N: -0.06 -1.26 1.31
N: 0.95 -2.14 1.49
N: 0.68 -1.64 -1.34
N: 1.81 -2.20 -0.83
C: 4.16 -0.40 0.41
C: 2.25 -3.10 -1.71
C: -1.84 -0.64 -4.88
C: -0.57 0.57 -3.29
C: 0.43 -2.20 -2.53
C: -0.58 2.84 -0.36
C: 0.53 0.68 -4.15
C: -1.03 2.02 2.82
C: 1.18 2.85 2.13
C: 3.80 0.69 2.28
C: -1.07 -1.62 2.12
C: -0.67 2.39 -1.78
C: -1.01 3.37 -2.84
C: 1.42 3.19 3.46
C: -0.75 4.28 -0.03
C: 0.49 2.93 4.45
C: -0.68 -2.72 2.87
C: -2.40 1.55 2.42
C: 0.39 0.10 -5.41
C: -0.78 -0.54 -5.78
C: 4.73 0.53 1.23
C: 1.41 -3.13 -2.81
C: 0.60 -3.01 2.43
C: -0.73 2.35 4.13
C: 2.21 3.15 1.08
C: -0.05 2.25 1.86
C: -1.76 -0.09 -3.62
C: -2.90 -0.18 -2.64
C: 1.82 1.33 -3.75
B: 2.23 -2.08 0.65
H: -1.25 -3.23 3.62
H: 2.66 0.80 -4.20
H: -2.00 -1.09 2.13
H: 2.15 4.20 0.76
H: 1.97 1.34 -2.67
H: 3.21 3.00 1.47
H: -2.75 -1.15 -5.17
H: 1.87 2.36 -4.11
H: 2.11 2.52 0.19
H: 4.52 -0.88 -0.49
H: -2.96 2.36 1.94
H: -1.13 2.90 -3.81
H: 3.86 1.31 3.15
H: -0.75 4.44 1.04
H: -3.27 0.81 -2.36
H: 5.68 1.02 1.13
H: 2.37 3.66 3.71
H: -0.44 -1.94 -3.11
H: 0.04 4.87 -0.49
H: -1.70 4.63 -0.45
H: 1.49 -3.75 -3.68
H: -2.62 -0.71 -1.72
H: 1.21 0.16 -6.11
H: -1.94 3.89 -2.58
H: 0.71 3.20 5.47
H: 2.95 -3.00 0.92
H: -2.36 0.73 1.71
H: -1.47 2.18 4.90
H: 1.29 -3.78 2.73
H: 3.12 -3.69 -1.47
H: -3.73 -0.73 -3.08
H: -0.23 4.13 -2.90
H: -2.97 1.23 3.29
H: -0.87 -0.98 -6.76

Values from the calculation:
HOMO	-13.74	eV
frontier orbital gap	0.2035	hartree
charge	+2
spin multiplicity	1

=====

(2)
ORCA calculation (the ωB97M-V functional and the def2-TZVPD basis) on a cluster of 5 separate species, C29H34ClF4N2O15P in total in a non-equilibrium geometry.

CARTESIAN COORDINATES (ANGSTROEM)
Cl: -5.30 1.44 0.64
P: -0.46 -0.08 -3.25
F: 0.16 6.21 -0.49
F: -8.56 -1.10 1.76
F: 3.34 -3.21 2.79
F: 7.71 1.28 1.56
O: 3.19 -1.12 1.93
O: 5.34 -0.77 1.41
O: 2.06 5.12 -1.04
O: 7.83 4.68 4.41
O: -2.50 1.15 -2.11
O: -9.91 -2.68 0.86
O: -2.75 2.70 -0.56
O: -10.70 -4.16 -0.64
O: 2.07 5.51 -3.26
O: 8.09 2.81 3.17
O: 3.86 0.91 1.23
O: 3.59 4.11 -2.36
O: 6.13 3.90 3.14
O: -4.96 -1.04 1.26
O: -8.56 -3.47 -0.74
N: -0.60 0.60 0.74
N: -0.06 -1.41 -4.02
C: -0.63 2.97 1.46
C: 7.39 3.88 3.65
C: 2.66 4.84 -2.24
C: 0.85 -5.45 -2.71
C: -2.87 0.11 1.37
C: 0.88 -3.90 0.75
C: -2.19 -2.17 -0.54
C: -2.44 1.57 -0.80
C: -0.23 -3.10 0.69
C: 6.04 2.86 2.17
C: 3.78 -2.40 1.79
C: -4.37 0.00 1.12
C: 1.07 2.12 -0.21
C: -1.75 -0.72 -0.88
C: -0.62 -3.83 -1.56
C: -1.98 0.44 0.15
C: 0.92 6.17 -2.73
C: -7.83 -2.46 -0.04
C: 0.50 -4.63 -1.50
C: 5.25 -2.09 1.96
C: 4.11 -0.22 1.50
C: -8.59 -2.36 1.26
C: 1.26 6.28 -1.27
C: -2.07 -0.20 -2.32
C: -0.11 1.79 0.66
C: 7.14 1.92 2.61
C: -0.96 -3.09 -0.48
C: 1.23 -4.64 -0.36
C: -9.82 -3.50 -0.22
H: 1.60 2.96 0.26
H: -0.55 0.96 -4.21
H: 1.79 1.30 -0.26
H: -1.25 -3.77 -2.44
H: -1.59 2.76 1.91
H: 1.46 -3.94 1.65
H: -2.70 -2.26 0.41
H: 5.56 -2.08 3.00
H: 0.77 7.13 -3.20
H: 1.66 -6.17 -2.54
H: 0.11 3.13 2.25
H: 3.51 -2.83 0.83
H: 1.84 7.17 -1.00
H: 0.03 5.55 -2.89
H: -6.79 -2.75 0.10
H: -7.86 -1.53 -0.61
H: 1.11 -4.79 -3.54
H: 0.75 2.46 -1.20
H: -0.03 -6.00 -3.04
H: -0.79 -2.10 -3.85
H: -2.50 -0.81 1.79
H: 6.83 1.19 3.36
H: 6.23 3.27 1.17
H: -2.86 -2.58 -1.30
H: -0.69 3.86 0.83
H: 2.13 -5.24 -0.29
H: 5.89 -2.78 1.41
H: -0.55 -2.49 1.52
H: -2.71 -0.84 -2.93
H: -2.72 0.87 2.13
H: -8.26 -3.07 2.03
H: -0.67 -0.79 -0.92
H: 0.58 0.25 -2.34
H: 5.06 2.40 2.18

Values from the calculation:
HOMO	-8.68	eV
frontier orbital gap	0.3130	hartree
charge	0
spin multiplicity	1
SMILES	CC(C)=N[C@@]1(CC(=O)Cl)C(=O)O[C@@H]([PH2]=N)[C@@H]1Cc1cccc(C)c1.O=C1OC[C@@H](F)O1.O=C1OC[C@@H](F)O1.O=C1OC[C@@H](F)O1.O=C1OC[C@@H](F)O1

=====

(3)
ORCA calculation (the ωB97M-V functional and the def2-TZVPD basis) on a cluster of 5 separate species, C29H34F4N2OP in total in a non-equilibrium geometry.

CARTESIAN COORDINATES (ANGSTROEM)
P: 3.56 4.87 0.22
F: 0.11 1.72 2.98
F: -3.93 -3.53 0.58
F: -1.05 -3.70 -0.79
F: 0.52 0.45 -2.73
O: 2.92 6.17 0.06
N: 3.96 1.72 0.95
N: 3.80 3.89 2.83
C: 1.70 -0.13 -2.50
C: -2.88 -2.78 -3.77
C: -1.63 -2.94 -1.75
C: -2.30 -3.57 -2.78
C: 1.62 4.48 2.05
C: -2.78 -1.40 -3.72
C: 5.24 2.24 1.55
C: -1.52 -1.57 -1.67
C: -1.78 -1.74 1.80
C: 1.94 -0.68 -1.25
C: 4.10 -1.41 -2.04
C: 2.68 2.44 1.32
C: -0.52 0.57 2.62
C: -2.39 -0.51 1.61
C: 0.11 -0.64 2.82
C: -6.75 -2.60 -1.45
C: -2.10 -0.80 -2.66
C: 3.84 -0.84 -3.28
C: -6.22 -3.41 1.15
C: 3.15 -1.33 -1.03
C: -7.52 -3.14 0.76
C: -7.79 -2.74 -0.54
C: -1.77 0.66 2.04
C: 2.63 -0.21 -3.52
C: 5.11 3.24 2.70
C: 2.93 3.87 1.66
C: -0.54 -1.81 2.42
C: -5.45 -2.86 -1.07
C: -5.21 -3.27 0.22
H: 0.93 4.53 1.23
H: 2.22 1.92 2.14
H: 5.84 2.64 0.76
H: 4.58 -0.91 -4.07
H: -2.01 0.27 -2.62
H: 3.35 4.04 -0.92
H: -4.62 -2.75 -1.76
H: -3.22 -0.79 -4.50
H: 4.96 4.90 0.38
H: -3.35 -0.45 1.12
H: 2.03 2.38 0.46
H: 5.36 2.77 3.63
H: -3.40 -3.25 -4.59
H: 5.88 3.98 2.53
H: -6.96 -2.29 -2.47
H: -2.27 -2.63 1.45
H: -0.99 -1.11 -0.85
H: -8.32 -3.25 1.47
H: -0.06 -2.77 2.56
H: 3.34 -1.81 -0.08
H: 1.78 5.49 2.38
H: -2.23 1.63 1.90
H: 5.79 1.39 1.92
H: 1.18 -0.62 -0.49
H: 3.91 4.82 3.20
H: -2.36 -4.64 -2.81
H: -5.98 -3.74 2.16
H: 5.04 -1.92 -1.87
H: -8.81 -2.53 -0.84
H: 2.40 0.22 -4.49
H: 1.08 -0.67 3.29
H: 3.85 0.73 1.15
H: 1.21 3.93 2.88
H: 4.05 1.76 -0.06

Values from the calculation:
HOMO	-10.80	eV
frontier orbital gap	0.2809	hartree
charge	+1
spin multiplicity	1

=====

(4)
ORCA calculation (the ωB97M-V functional and the def2-TZVPD basis) on a structure of composition C29H34GeO4S3Ti in a non-equilibrium geometry.

CARTESIAN COORDINATES (ANGSTROEM)
Ge: 0.30 0.60 2.56
Ti: -0.63 -0.42 -1.20
S: -0.20 -1.56 -5.73
S: 1.51 -1.11 -2.53
S: -0.72 -2.82 -2.45
O: -3.03 -0.15 -3.22
O: -1.84 -1.23 0.14
O: -0.99 0.81 -3.03
O: 0.26 -1.74 0.08
C: 0.85 1.43 -0.35
C: -1.44 -3.41 -4.03
C: -0.55 3.24 -1.20
C: 0.87 -3.77 -2.42
C: 0.68 2.59 -1.15
C: 2.95 3.67 3.61
C: 4.33 1.71 3.26
C: -2.10 1.74 3.99
C: -0.87 -1.82 0.72
C: 4.22 3.08 3.55
C: 1.58 -1.28 -5.40
C: 1.93 1.53 2.99
C: -1.91 0.07 -2.67
C: -0.39 0.75 5.40
C: -4.04 0.82 -3.82
C: -0.81 1.18 4.11
C: -0.53 -3.26 -5.23
C: 3.19 0.93 2.96
C: 2.06 -2.88 -2.65
C: 0.45 -1.38 2.84
C: -1.48 1.60 0.35
C: -0.16 1.14 0.66
C: -0.76 -2.09 2.17
C: 1.81 2.90 3.34
C: -2.64 1.08 6.29
C: -1.63 2.75 -0.43
C: 1.87 -0.40 -4.19
C: -3.00 1.70 5.08
C: -1.32 0.63 6.46
H: 1.74 0.79 -0.46
H: 1.30 0.55 -4.16
H: -2.38 -2.84 -4.13
H: -1.73 -1.83 2.65
H: 5.13 3.67 3.70
H: 0.83 -4.58 -3.17
H: -0.99 0.24 7.41
H: 2.87 4.71 3.84
H: -4.90 0.19 -4.02
H: 3.29 -0.11 2.70
H: 0.46 -1.66 3.90
H: 2.11 -2.23 -5.25
H: -0.66 -3.18 2.23
H: 2.53 -3.08 -3.63
H: -2.60 3.22 -0.48
H: -1.05 -3.66 -6.13
H: 5.29 1.21 3.29
H: 0.78 -4.25 -1.42
H: 2.93 -0.13 -4.16
H: 0.85 3.37 3.33
H: 1.95 -0.78 -6.30
H: -3.98 2.15 4.95
H: -0.68 4.08 -1.86
H: -3.38 1.04 7.07
H: -4.19 1.64 -3.09
H: 1.46 2.91 -1.81
H: 0.67 0.47 5.54
H: 2.81 -2.99 -1.84
H: 0.39 -3.83 -5.10
H: 1.37 -1.68 2.33
H: -2.39 1.06 0.73
H: -2.39 2.26 3.09
H: -1.72 -4.47 -3.85
H: -3.55 1.14 -4.74

Values from the calculation:
HOMO	-13.16	eV
frontier orbital gap	0.2050	hartree
charge	+2
spin multiplicity	1

=====

(5)
ORCA calculation (the ωB97M-V functional and the def2-TZVPD basis) on a structure of composition C29H34I2NO9PbSSi in a non-equilibrium geometry.

CARTESIAN COORDINATES (ANGSTROEM)
Pb: 18.67 2.93 10.28
I: 12.64 8.64 13.49
I: 14.79 5.02 16.64
S: 17.05 0.64 11.70
Si: 19.88 0.92 12.72
O: 15.85 -0.05 12.09
O: 21.58 5.79 13.92
O: 18.14 0.26 12.66
O: 20.14 2.14 11.69
O: 16.89 2.09 11.89
O: 18.58 6.35 10.69
O: 17.97 4.48 11.81
O: 17.48 0.35 10.28
O: 21.43 8.00 13.48
N: 18.93 8.07 13.55
C: 22.73 -2.16 12.94
C: 20.95 6.79 13.85
C: 17.80 5.71 11.38
C: 19.67 1.54 14.60
C: 16.28 7.77 11.50
C: 20.94 -0.66 12.38
C: 17.93 8.56 14.47
C: 21.01 2.18 14.88
C: 21.64 -2.41 10.85
C: 22.58 -2.84 11.74
C: 14.59 0.59 15.81
C: 21.91 -1.04 13.27
C: 18.44 2.42 14.44
C: 18.42 8.02 15.81
C: 20.90 -1.26 11.14
C: 14.62 1.92 16.29
C: 14.07 -0.45 16.64
C: 14.01 2.05 17.58
C: 14.88 3.15 15.44
C: 18.99 6.61 15.40
C: 14.19 7.68 12.58
C: 14.38 6.32 12.86
C: 13.54 -0.24 17.89
C: 13.46 1.03 18.36
C: 15.57 5.68 12.51
C: 19.43 6.75 13.99
C: 19.37 0.44 15.59
C: 15.17 8.41 11.89
C: 16.49 6.41 11.82
H: 13.02 -1.03 18.40
H: 15.89 3.13 15.03
H: 17.93 9.67 14.40
H: 20.12 -0.95 10.36
H: 19.74 0.78 16.56
H: 14.15 3.25 14.62
H: 13.71 5.80 13.46
H: 19.98 -0.43 15.35
H: 21.82 1.43 15.13
H: 22.96 -3.81 11.67
H: 19.76 6.30 16.04
H: 23.34 -2.64 13.67
H: 19.25 8.61 16.12
H: 14.97 9.44 11.61
H: 20.95 2.74 15.85
H: 13.90 3.09 17.97
H: 17.61 1.77 14.32
H: 16.99 8.24 10.86
H: 14.96 0.44 14.78
H: 15.87 4.70 12.88
H: 18.41 0.02 15.61
H: 21.53 -2.89 9.86
H: 18.32 3.08 15.33
H: 16.94 8.23 14.18
H: 12.98 1.13 19.37
H: 20.70 8.63 13.49
H: 19.02 5.95 13.43
H: 22.06 -0.63 14.27
H: 18.63 7.96 12.61
H: 21.39 2.89 14.18
H: 18.56 2.97 13.54
H: 18.18 5.93 15.51
H: 13.90 -1.43 16.28
H: 17.58 7.97 16.52

Values from the calculation:
HOMO	-6.39	eV
frontier orbital gap	0.3032	hartree
charge	-1
spin multiplicity	1

=====

(6)
ORCA calculation (the ωB97M-V functional and the def2-TZVPD basis) on a cluster of 2 separate species, C29H34N2 in total in a non-equilibrium geometry.

CARTESIAN COORDINATES (ANGSTROEM)
N: -0.97 -1.11 0.01
N: -1.55 -0.57 -2.15
C: 3.76 3.19 2.29
C: 0.12 -1.84 4.07
C: 2.45 -3.80 1.04
C: 0.84 -2.47 2.91
C: 1.55 2.54 1.49
C: -2.11 -1.84 -0.33
C: -4.30 -3.00 -1.65
C: -0.69 2.94 2.58
C: -3.54 -2.06 -2.35
C: 1.09 -1.83 1.65
C: 2.18 -4.42 2.27
C: 2.73 -5.79 2.58
C: 2.41 -1.89 -0.53
C: 1.43 -3.71 3.21
C: -0.68 -0.40 -1.11
C: 1.95 -2.53 0.74
C: 1.92 3.03 0.22
C: 5.49 4.29 0.82
C: 2.27 2.26 3.97
C: 3.21 3.54 -0.01
C: 1.00 3.03 -0.97
C: 0.04 0.48 2.18
C: -2.89 -2.77 0.35
C: -4.00 -3.35 -0.32
C: 0.14 1.98 1.70
C: -2.47 -1.49 -1.68
C: 2.49 2.67 2.54
C: 4.13 3.67 1.04
C: 0.55 -0.56 1.25
H: -1.72 2.58 2.73
H: 2.34 -6.53 1.87
H: 4.50 3.25 3.10
H: -4.63 -4.08 0.20
H: -0.83 -1.36 3.80
H: 1.12 -0.08 0.39
H: 2.42 -6.12 3.58
H: 0.77 -1.12 4.59
H: 1.24 2.28 4.30
H: -3.74 -1.75 -3.39
H: 3.15 -2.53 -1.02
H: -0.37 2.02 0.72
H: 5.62 5.19 1.45
H: 2.91 -0.93 -0.37
H: 3.10 -4.30 0.31
H: 3.82 -5.85 2.53
H: 0.02 3.49 -0.78
H: 2.84 2.92 4.65
H: 0.84 2.02 -1.38
H: 0.19 0.25 -1.20
H: -5.13 -3.47 -2.14
H: -2.64 -3.02 1.37
H: 1.47 3.61 -1.78
H: -0.73 3.92 2.08
H: -0.09 -2.63 4.81
H: 3.48 3.85 -1.02
H: 0.65 0.36 3.09
H: 1.30 -4.14 4.22
H: 2.67 1.25 4.15
H: 1.59 -1.74 -1.23
H: 5.64 4.60 -0.23
H: -1.02 0.24 2.42
H: -0.25 3.12 3.58
H: 6.30 3.60 1.09

Values from the calculation:
HOMO	-7.49	eV
frontier orbital gap	0.2568	hartree
charge	0
spin multiplicity	1